Entry from OMol25: a single C2H4ClF2N molecule in a non-equilibrium geometry (ωB97M-V/def2-TZVPD).

Computed properties:
Energy above the lowest of the compared OMol25 structures with the same formula, charge and spin: 13.5 kcal per mole
Highest occupied orbital energy: -10.0778 eV
M: 115.5 g mol⁻¹
Structure (SMILES): NCC(F)(F)Cl
Charge: 0
Calculated total energy: -793.27238 a.u.
Multiplicity: 1
HOMO-LUMO gap: 10.8873 eV

Last columns: bonded neighbours and bond lengths (Å).
CARTESIAN COORDINATES (ANGSTROEM)
1 C 0.284 -0.307 -0.393  C2 1.506, H5 1.120, H6 1.078, N7 1.474
2 C -0.187 -0.276 1.037  C1 1.506, F8 1.302, F9 1.351, Cl10 1.814
3 H -0.697 0.383 -2.027  N7 1.081
4 H 0.078 1.679 -1.026  N7 1.061
5 H 1.391 -0.133 -0.407  C1 1.120
6 H 0.081 -1.241 -0.892  C1 1.078
7 N -0.477 0.775 -1.044  C1 1.474, H3 1.081, H4 1.061
8 F -1.413 -0.606 1.324  C2 1.302
9 F 0.079 1.020 1.315  C2 1.351
10 Cl 0.861 -1.294 2.112  C2 1.814